No. 1
A 2-piece molecular cluster, C3H7O3 overall, computed with ωB97M-V with the def2-TZVPD basis set.

Last column: Mulliken charge in e.
Cartesian coordinates (Å):
1 C 1.28823 1.26056 0.02769  -0.929
2 C 0.65037 0.74428 -1.32483  0.603
3 O -0.30663 1.39678 -1.78050  -0.730
4 O 1.22961 -0.27123 -1.77404  -0.716
5 H 1.78422 0.41088 0.49273  0.261
6 H 0.52521 1.64170 0.68743  0.239
7 H 1.95518 2.08592 -0.22325  0.298
8 C -0.95045 -1.45494 0.54937  -0.411
9 O -2.17478 -0.98971 1.10600  -0.556
10 H -2.26219 -0.05847 0.87948  0.318
11 H -0.83922 -1.39418 -0.53434  0.247
12 H -0.78749 -2.47283 0.91767  0.287
13 H -0.11205 -0.89876 0.97659  0.087

Cartesian forces (eV/Å) of the 2 atoms listed first:
C -0.48 -0.33 -0.79
C 0.78 0.01 0.75

Properties
F_max = 1.12 eV Å⁻¹
Molar mass = 91.09 g/mol
Total charge = -1
DFT total energy = -9368.0947 eV
Energy relative to the best compared isomer or geometry (same formula, charge and spin) = 24.53 kcal per mole

***

No. 2
An isolated ion of composition C3H7O3PS and charge -2, computed with ωB97M-V with the def2-TZVPD basis set.

Last column: Mulliken charge in e.
Cartesian coordinates (Å):
1 C 0.49126 -1.15102 -0.71805  -0.948
2 C 1.01959 2.28538 -0.69571  -0.854
3 C -0.08467 -0.32286 0.33171  -0.277
4 O -2.60283 -1.64793 0.14823  -0.744
5 O -2.11636 -0.31001 2.29957  -0.772
6 O -0.84086 -2.48111 1.82896  -0.818
7 P -1.66054 -1.29876 1.25038  0.777
8 S -0.64879 1.29299 -0.27008  -0.092
9 H 1.47294 -1.50872 -0.31981  0.186
10 H -0.13092 -1.97937 -1.03042  0.315
11 H 0.87787 -0.44595 -1.58667  0.220
12 H 0.51526 3.26568 -1.03508  0.196
13 H 1.54731 1.95668 -1.57954  0.289
14 H 1.54028 2.35698 0.22006  0.239
15 H 0.62046 -0.01196 1.15643  0.282

Cartesian forces (eV/Å) of the 2 atoms listed first:
C 3.37 0.78 -1.77
C -3.96 0.64 -1.17

Properties
F_max = 4.18 eV Å⁻¹
Molar mass = 154.13 g/mol
Total charge = -2
DFT total energy = -29491.3536 eV
Energy relative to the best compared isomer or geometry (same formula, charge and spin) = 33.34 kcal per mole